Density functional theory data (ωB97M-V/def2-TZVPD) for a structure of composition C5H11N in a non-equilibrium geometry.

Geometry (Å):
C: 1.729 -0.191 -1.303
C: 1.194 0.307 0.026
C: 0.361 -0.795 0.765
C: -2.161 -0.181 0.616
C: -0.198 0.961 -0.221
H: 0.791 -0.857 -1.600
H: 2.087 0.477 -2.138
H: 2.621 -0.886 -1.015
H: 1.883 0.903 0.732
H: 0.242 -0.640 1.864
H: 0.585 -1.922 0.761
H: -2.565 0.976 0.010
H: -2.925 -1.084 0.524
H: -1.981 0.184 1.700
H: -0.377 1.406 -1.239
H: -0.489 1.696 0.499
N: -0.796 -0.355 0.019

- lowest unoccupied orbital energy (eV) = 1.112
- net charge = 0
- largest force on an atom (eV/Å) = 4.47

Here are the natural (NBO) charges for atoms 1 to 2, given in e: C -0.63; C -0.23